An isolated molecule of C3H3N3O, computed with ωB97M-V with the def2-TZVPD basis set.

SMILES string = O=Cn1cncn1
HOMO level = -11.036 eV

Geometry as XYZ:
```
10
Properties=species:S:1:pos:R:3:forces:R:3
O 2.541 0.381 -0.138 -0.4281 -0.2405 0.2433
C 1.572 -0.285 0.061 0.6723 0.1790 -0.1284
N 0.357 0.203 0.676 0.1059 -0.0386 -0.3177
C -0.257 1.055 -0.231 -0.1726 0.0913 -0.1571
N -1.423 0.618 -0.586 -0.0310 0.2480 0.3213
C -1.538 -0.547 0.151 -0.1198 -0.1400 0.1349
N -0.522 -0.838 0.905 -0.2575 -0.1333 -0.4339
H 1.384 -1.304 -0.313 0.4550 -0.0661 0.2507
H 0.268 1.931 -0.590 -0.1589 -0.1164 -0.0448
H -2.384 -1.215 0.064 -0.0651 0.2166 0.1317
```
Forces are in eV/Å.

Atomic charges from the Mulliken analysis, expressed in e, are listed below: O -0.418; C 0.113; N 0.325; C -0.017; N -0.500; C 0.025; N -0.680; H 0.349; H 0.396; H 0.407

A cluster of 2 separate species, C9H14O in total in a non-equilibrium geometry, computed with ωB97M-V with the def2-TZVPD basis set.

SMILES string = Cc1ccc(O)cc1.CC
HOMO level = -8.343 eV

Geometry as XYZ:
```
24
Properties=species:S:1:pos:R:3:forces:R:3
C -0.586 0.278 -2.874 -3.6433 -0.5504 -1.3512
C 1.113 1.806 -1.804 1.0615 2.0557 -0.7476
C 0.130 0.841 -1.728 0.8290 -0.4011 1.5853
C 1.745 2.430 -0.706 -1.8290 -1.7450 0.9073
C 1.292 1.990 0.633 1.5899 3.4429 -3.8226
C -0.188 0.425 -0.432 0.2526 0.3447 -1.3433
C 0.289 1.093 0.675 -0.6452 -1.9288 1.4661
O 1.656 2.620 1.761 -0.1644 -0.6871 1.6780
H 1.348 2.243 -2.807 -0.0754 -0.5409 0.8396
H 2.390 3.272 -0.953 0.1065 -0.2689 0.6524
H -1.539 -0.253 -2.469 1.7135 0.4656 -0.6989
H -0.140 -0.370 -3.640 0.5410 -0.0406 0.7232
H -0.797 -0.449 -0.359 -0.7158 -0.1564 0.4338
H 2.142 3.440 1.736 0.2287 0.1373 -0.8816
H -0.085 0.814 1.660 0.0859 0.0052 -0.1272
H -1.085 1.051 -3.522 0.6645 -0.1512 0.6809
C -0.252 -2.950 1.801 -1.9037 -0.8762 0.8502
C -1.663 -2.365 1.865 1.4813 1.8194 3.7212
H 0.486 -2.563 2.448 0.4522 0.6698 1.2226
H -0.407 -3.997 2.031 0.7229 -0.4445 -0.3496
H 0.127 -2.757 0.848 0.6248 -0.2870 -1.8272
H -2.274 -2.873 1.215 -1.5160 -0.6968 -1.8007
H -1.551 -1.288 1.718 -0.6780 -0.0208 -0.5178
H -2.150 -2.439 2.902 0.8166 -0.1445 -1.2928
```
Forces are in eV/Å.

Atomic charges from the Mulliken analysis, expressed in e, are listed below: C -1.213; C -0.336; C 0.287; C -0.616; C 0.573; C -0.163; C -0.338; O -0.540; H 0.277; H 0.285; H 0.285; H 0.280; H 0.273; H 0.324; H 0.312; H 0.292; C -0.911; C -0.719; H 0.326; H 0.314; H 0.288; H 0.290; H 0.131; H 0.296

A structure of composition C17H22HgN5Sb, computed with ωB97M-V with the def2-TZVPD basis set.

Net charge = +1
Multiplicity = 2
HOMO level (alpha / beta) = -11.146 / -11.332 eV

Geometry as XYZ:
```
46
Properties=species:S:1:pos:R:3:forces:R:3
Hg -1.803 -1.997 -0.572 0.0298 0.8095 0.1321
C -2.012 1.606 -4.444 -0.1137 0.0954 0.2995
Sb -1.861 -0.119 -3.175 0.1260 -0.7263 -0.0486
C -2.866 -1.542 -4.412 0.0192 0.1582 0.0263
C 0.181 -0.607 -3.582 -0.0900 0.0771 0.0554
H -1.663 1.300 -5.429 0.0096 -0.0418 0.0193
H -1.387 2.405 -4.050 -0.0058 -0.0221 -0.0247
H -3.045 1.942 -4.496 0.0221 -0.0150 -0.0224
H -2.570 -1.383 -5.449 -0.0120 -0.0574 0.0367
H -3.944 -1.406 -4.317 0.0598 -0.0220 -0.0159
H -2.603 -2.549 -4.090 0.0124 0.0475 -0.0310
H 0.277 -0.923 -4.621 0.0047 0.0401 0.0411
H 0.510 -1.406 -2.920 0.0019 0.0181 -0.0572
H 0.787 0.282 -3.407 0.0006 -0.0675 -0.0254
N -0.386 -2.881 2.702 -0.0545 -0.1634 0.0812
C -0.753 -3.653 3.746 0.0461 0.0304 -0.0744
C -2.105 -3.483 3.905 -0.1558 0.0508 -0.0174
C -2.471 -2.577 2.895 0.0005 -0.0026 0.0829
N -1.420 -2.208 2.169 -0.0349 -0.1827 -0.2856
H 0.534 -2.772 2.320 0.0867 0.0405 -0.0320
H -0.041 -4.258 4.285 -0.0181 0.0802 -0.0346
H -2.742 -3.946 4.640 0.0541 0.0448 -0.0359
H -3.446 -2.168 2.677 0.0407 -0.0338 -0.0128
C -2.112 2.627 1.245 -0.0179 0.0730 -0.0223
C -2.241 1.454 0.526 0.1374 -0.0550 -0.0278
N -1.259 0.554 0.450 -0.0344 -0.1650 -0.0380
C -0.106 0.803 1.061 -0.0333 -0.0237 0.0155
C 0.144 1.968 1.784 -0.0088 0.0562 -0.0351
C -0.912 2.871 1.891 0.0343 0.0635 0.0088
C 1.392 2.266 2.510 -0.0345 -0.0448 0.0135
C 2.670 1.919 2.325 0.0539 -0.0104 -0.0977
C 3.363 1.199 1.240 0.0870 -0.0545 -0.0172
C 4.700 0.852 1.425 -0.0044 -0.0152 0.0690
C 5.336 0.172 0.403 -0.0324 0.0164 -0.0741
N 4.727 -0.114 -0.746 -0.0646 0.0125 -0.0590
C 3.469 0.296 -0.847 0.0319 0.0435 0.1992
N 2.753 0.920 0.084 -0.1916 -0.0064 -0.0793
H -2.928 3.335 1.297 0.0008 -0.0480 0.0274
H -3.159 1.211 -0.001 0.0155 0.0249 0.0183
H 0.652 0.037 0.981 0.0362 0.0183 0.0098
H -0.788 3.772 2.482 0.0018 -0.0200 -0.0395
H 1.222 2.903 3.373 -0.0148 -0.0603 0.0273
H 3.358 2.258 3.092 -0.0256 0.0503 -0.0132
H 5.218 1.100 2.342 0.0033 -0.0331 -0.0153
H 6.366 -0.155 0.495 -0.0087 0.0304 0.0368
H 2.965 0.098 -1.788 0.0394 -0.0105 0.0365
```
Forces are in eV/Å.

Atomic charges from the Mulliken analysis, expressed in e, are listed below: Hg 0.394; C -1.241; Sb 0.718; C -1.185; C -1.242; H 0.398; H 0.372; H 0.382; H 0.350; H 0.363; H 0.361; H 0.449; H 0.331; H 0.346; N -0.020; C -0.264; C -0.565; C -0.339; N -0.174; H 0.181; H 0.437; H 0.375; H 0.445; C -0.754; C -0.535; N 0.213; C -0.521; C 0.830; C -0.330; C -0.796; C -0.635; C 1.088; C -0.677; C -0.191; N -0.569; C -0.053; N -0.402; H 0.422; H 0.438; H 0.440; H 0.424; H 0.328; H 0.264; H 0.373; H 0.423; H 0.349

How do the records compare in energy above the lowest of the compared OMol25 structures with the same formula, charge and spin? In the order shown, they have 33.56, 30.87, 14.27 kcal/mol.
How do the records compare in DFT total energy? In the order shown, they have -355.5864, -426.5236, -1328.1351 a.u..